{
  "formula": "C54H54IN5O4P3RuS3SeTe",
  "method": "ωB97M-V with the def2-TZVPD basis set",
  "e_homo_ha": [-0.39778, -0.39798],
  "energy_ha": -7945.2002,
  "multiplicity": 2,
  "lumo_energy_ev": [-5.33, -5.73],
  "relative_energy_kcal_mol": 58.47,
  "total_charge": 2,
  "elements": ["Ru", "O", "S", "C", "C", "C", "C", "C", "C", "P", "C", "C", "C", "C", "C", "C", "C", "C", "C", "C", "C", "C", "C", "C", "C", "C", "C", "C", "P", "C", "C", "C", "C", "C", "C", "C", "C", "C", "C", "C", "C", "H", "H", "H", "H", "H", "H", "H", "H", "H", "H", "H", "H", "H", "H", "H", "H", "H", "H", "H", "H", "H", "H", "H", "H", "H", "H", "H", "H", "I", "C", "C", "N", "N", "C", "H", "H", "H", "S", "C", "N", "C", "C", "S", "H", "H", "H", "H", "H", "C", "C", "O", "P", "O", "Te", "O", "C", "C", "H", "H", "H", "H", "H", "H", "H", "H", "H", "H", "C", "N", "C", "Se", "N", "C", "C", "C", "C", "C", "C", "H", "H", "H", "H", "H", "H", "H", "H"],
  "coordinates": [[-0.91826, -0.20932, 0.14974], [-1.25734, -0.35737, -2.97065], [-0.30316, 0.31400, -2.05690], [1.20900, -0.57286, -2.34457], [2.42003, -0.15358, -2.83567], [3.41916, -1.11090, -2.99707], [3.19303, -2.42807, -2.64234], [1.97008, -2.82503, -2.10338], [0.95962, -1.89887, -1.94406], [-0.67571, -2.19660, -1.16063], [-0.64482, -3.51812, 0.10325], [-1.10535, -3.10375, 1.48004], [-1.69166, -4.27101, 2.32078], [-1.05829, -5.60987, 2.00231], [-0.48402, -5.83784, 0.82574], [-0.41401, -4.79556, -0.20240], [-1.76534, -2.93482, -2.39942], [-1.28854, -3.31751, -3.64850], [-2.14531, -3.92545, -4.55463], [-3.47834, -4.12926, -4.22747], [-3.95720, -3.72573, -2.98812], [-3.10156, -3.13693, -2.07190], [-0.63844, 2.00413, -2.48740], [0.01789, 2.82037, -3.38036], [-0.53377, 4.06714, -3.63886], [-1.70393, 4.46277, -3.00760], [-2.35525, 3.61298, -2.12218], [-1.83253, 2.35388, -1.85460], [-2.62421, 1.18302, -0.66828], [-3.99447, 0.39558, -1.54382], [-4.27177, 0.66530, -2.87888], [-5.37075, 0.07893, -3.49086], [-6.20450, -0.76244, -2.76967], [-5.93166, -1.03189, -1.43453], [-4.82628, -0.46266, -0.82469], [-3.40927, 2.32101, 0.51336], [-2.58566, 3.11763, 1.31126], [-3.14027, 4.05244, 2.16996], [-4.51945, 4.20097, 2.24473], [-5.34276, 3.41820, 1.44835], [-4.79285, 2.48603, 0.57894], [2.59678, 0.88361, -3.08291], [4.38535, -0.81350, -3.38026], [3.98339, -3.15707, -2.75769], [1.82999, -3.85026, -1.78771], [-0.26745, -2.68827, 2.03747], [-1.49944, -4.02766, 3.36889], [-1.14926, -6.39128, 2.74640], [-0.07998, -6.81629, 0.60037], [-0.16180, -5.09196, -1.21460], [-0.25936, -3.13102, -3.92701], [-1.77131, -4.22816, -5.52341], [-4.14551, -4.59240, -4.94216], [-5.00248, -3.86290, -2.73956], [-3.47294, -2.81135, -1.10830], [0.92705, 2.50209, -3.87142], [-0.03948, 4.73671, -4.32940], [-2.11452, 5.44388, -3.20314], [-3.26654, 3.93547, -1.63381], [-3.62026, 1.31322, -3.45062], [-5.57638, 0.28466, -4.53261], [-7.06834, -1.20596, -3.24705], [-6.58693, -1.68265, -0.86869], [-4.61600, -0.67916, 0.21662], [-1.50860, 3.02999, 1.24392], [-2.49170, 4.67517, 2.77284], [-4.95088, 4.93718, 2.90998], [-6.41682, 3.54013, 1.49064], [-5.44782, 1.90054, -0.05266], [1.49203, 2.38205, 5.34338], [0.13099, 1.64027, 3.98565], [-1.21993, 1.43148, 4.16628], [-1.68006, 0.90741, 3.02250], [-0.70826, 0.77738, 2.10764], [0.40233, 1.21832, 2.67939], [-1.86170, 1.60431, 5.01346], [-2.61410, 0.60884, 2.79444], [1.34350, 1.20646, 2.14976], [-2.31142, -1.72845, 1.29884], [-3.18729, -4.39167, 2.18317], [-4.00134, -4.01570, 3.12712], [-5.42564, -4.00340, 2.77560], [-5.57073, -5.06732, 1.69742], [-3.95559, -5.10102, 0.83934], [-3.65119, -3.49480, 3.92093], [-5.66696, -3.00943, 2.39027], [-6.03425, -4.21218, 3.65189], [-6.35250, -4.82380, 0.98389], [-5.75052, -6.05905, 2.10796], [2.97953, -5.16534, 1.11604], [2.46070, -3.93902, 1.82683], [2.83867, -2.78543, 1.05930], [2.28331, -1.30966, 1.34962], [0.85382, -1.22480, 0.82705], [3.90238, 0.20672, 0.65549], [2.03368, -1.27889, 2.93859], [3.15177, -1.27823, 3.85471], [2.67690, -1.84347, 5.17085], [2.87553, -6.04301, 1.75509], [4.03396, -5.04063, 0.87292], [2.43126, -5.34560, 0.18960], [2.89237, -3.85585, 2.82596], [1.37423, -3.97725, 1.92833], [3.49115, -0.24659, 3.96412], [3.98016, -1.85044, 3.43161], [1.89889, -1.21054, 5.59941], [3.50692, -1.88860, 5.87594], [2.27798, -2.85146, 5.04603], [3.93740, 3.41847, -1.46164], [3.74799, 3.58516, -0.03797], [2.58382, 3.47221, 0.62628], [0.92334, 3.07301, -0.07861], [2.84101, 3.71021, 1.92778], [4.19356, 3.96227, 2.11938], [4.94684, 4.22843, 3.25111], [6.30674, 4.40850, 3.06425], [6.89032, 4.32221, 1.79642], [6.13484, 4.05330, 0.66793], [4.77291, 3.87729, 0.85850], [2.96195, 3.24218, -1.90829], [4.59145, 2.56574, -1.64811], [4.37775, 4.32233, -1.88211], [2.12163, 3.73798, 2.63137], [4.49609, 4.29151, 4.23191], [6.93505, 4.61892, 3.91866], [7.95681, 4.46898, 1.69696], [6.58839, 3.98408, -0.31126]]
}

=====

{
  "formula": "C38H70AlN8O2",
  "method": "ωB97M-V with the def2-TZVPD basis set",
  "e_homo_ha": -0.34112,
  "energy_ha": -2320.1499,
  "multiplicity": 1,
  "lumo_energy_ev": -7.58,
  "relative_energy_kcal_mol": 99.21,
  "total_charge": 1,
  "elements": ["Al", "C", "C", "C", "O", "H", "H", "H", "H", "H", "H", "H", "C", "C", "C", "O", "H", "H", "H", "H", "H", "H", "H", "C", "C", "C", "C", "N", "H", "H", "H", "H", "H", "H", "H", "C", "C", "C", "C", "N", "H", "H", "H", "H", "H", "H", "H", "C", "C", "C", "C", "N", "H", "H", "H", "H", "H", "H", "H", "C", "C", "C", "C", "N", "H", "H", "H", "H", "H", "H", "H", "C", "C", "C", "C", "N", "H", "H", "H", "H", "H", "H", "H", "C", "C", "C", "C", "N", "H", "H", "H", "H", "H", "H", "H", "C", "C", "C", "C", "N", "H", "H", "H", "H", "H", "H", "H", "C", "C", "C", "C", "N", "H", "H", "H", "H", "H", "H", "H"],
  "coordinates": [[27.33826, -3.58294, -9.15283], [23.60880, -11.26121, -9.72178], [24.39641, -10.89761, -8.47387], [25.44851, -12.01577, -8.13889], [25.07503, -9.66385, -8.50521], [24.30563, -11.52596, -10.51705], [23.00628, -10.39876, -10.00682], [23.03342, -12.16301, -9.51249], [23.69452, -10.91891, -7.64021], [25.87530, -11.92914, -7.13967], [26.28212, -11.99329, -8.84081], [24.90111, -12.95771, -8.17358], [31.42410, -7.86513, -15.72015], [30.81095, -7.82668, -14.31900], [31.78604, -8.40332, -13.28566], [30.27113, -6.57054, -13.99024], [32.37714, -7.33645, -15.73769], [30.81072, -7.31236, -16.43171], [31.61107, -8.82532, -16.20095], [29.99497, -8.54913, -14.33768], [32.54477, -7.68155, -12.98321], [32.33337, -9.21981, -13.75668], [31.22033, -8.85837, -12.47265], [24.34947, -8.97697, 0.30702], [24.97318, -9.21498, -1.03603], [26.43998, -9.70421, -1.06553], [27.35759, -8.99073, -0.14745], [28.03935, -8.44150, 0.57919], [24.60688, -9.75548, 1.02519], [23.27322, -8.80457, 0.31548], [24.88496, -8.11522, 0.70543], [24.84074, -8.30771, -1.62545], [24.36482, -9.96103, -1.54731], [26.86214, -9.69239, -2.07038], [26.46347, -10.73572, -0.71404], [32.87299, -18.51507, -6.84323], [32.06668, -18.33846, -5.58383], [30.71016, -17.63362, -5.72906], [29.86353, -18.21890, -6.77113], [29.19469, -18.65787, -7.61908], [32.39595, -19.23754, -7.50547], [33.82660, -18.95420, -6.55014], [33.16566, -17.58274, -7.32615], [32.72789, -17.89067, -4.84195], [31.82710, -19.31418, -5.16115], [30.84812, -16.58126, -5.97723], [30.09789, -17.65719, -4.82757], [21.85404, -8.75758, -16.32416], [23.25373, -8.45753, -16.84414], [23.56594, -6.97293, -16.98597], [23.46808, -6.20366, -15.71166], [23.42944, -5.59392, -14.73073], [21.54021, -8.18870, -15.44895], [21.82009, -9.79539, -15.99265], [21.11780, -8.74545, -17.12784], [23.34483, -8.88346, -17.84333], [24.02473, -8.87739, -16.19809], [22.87368, -6.47235, -17.66294], [24.56604, -6.79724, -17.38225], [34.42321, -11.07174, -7.33736], [34.36256, -11.06618, -5.82095], [33.11149, -10.36946, -5.28310], [32.74561, -9.13045, -5.94687], [32.42889, -8.16905, -6.48822], [33.52741, -11.52000, -7.76716], [35.20184, -11.73565, -7.71292], [34.55273, -10.09717, -7.80802], [35.26422, -10.69453, -5.33414], [34.32922, -12.09579, -5.46473], [33.28228, -10.08939, -4.24363], [32.28046, -11.07065, -5.20686], [15.36069, -13.17618, -11.90531], [14.23784, -14.17224, -12.32847], [13.49681, -14.84988, -11.17484], [12.50538, -15.74585, -11.75821], [11.71430, -16.47184, -12.22523], [16.20714, -13.54550, -11.32633], [14.89425, -12.32878, -11.40287], [15.84022, -12.79952, -12.80879], [14.71726, -14.88850, -12.99574], [13.52968, -13.61828, -12.94469], [12.97780, -14.14515, -10.52517], [14.21793, -15.42861, -10.59763], [17.20729, -8.13415, -4.05183], [18.59630, -7.52681, -4.47172], [18.57224, -6.02075, -4.52119], [19.86117, -5.41856, -4.97234], [20.81114, -4.92320, -5.37957], [17.18883, -9.21746, -4.17100], [16.47281, -7.74039, -4.75440], [16.91572, -7.94715, -3.01833], [18.79426, -7.90282, -5.47548], [19.38731, -7.92030, -3.83331], [18.46880, -5.59952, -3.52121], [17.77813, -5.65747, -5.17350], [29.05162, -14.34699, -15.40730], [29.20442, -14.43315, -13.85326], [30.44729, -15.14293, -13.38163], [31.70062, -14.71456, -13.99405], [32.68544, -14.38448, -14.51011], [28.12904, -13.80518, -15.61559], [29.06974, -15.33728, -15.86239], [29.87711, -13.78828, -15.84833], [28.31025, -14.91208, -13.45427], [29.17131, -13.37394, -13.59817], [30.26244, -16.17960, -13.66316], [30.46439, -15.15320, -12.29182], [20.46736, -16.96565, -6.63974], [21.28756, -18.18027, -7.10275], [21.27224, -18.33721, -8.61799], [19.93703, -18.53023, -9.16724], [18.86844, -18.61515, -9.59729], [20.48082, -17.02913, -5.55167], [19.44890, -17.15889, -6.97665], [20.75541, -16.02546, -7.11001], [20.89148, -19.03001, -6.54673], [22.32393, -18.00132, -6.81635], [21.83901, -19.23750, -8.85538], [21.86167, -17.61324, -9.18061]]
}

=====

{
  "formula": "C39H44IN6O2PS2Tc",
  "method": "ωB97M-V with the def2-TZVPD basis set",
  "e_homo_ha": [-0.46015, -0.46006],
  "energy_ha": -3507.2262,
  "multiplicity": 2,
  "lumo_energy_ev": [-6.01, -6.12],
  "total_charge": 2,
  "elements": ["Tc", "I", "C", "C", "C", "C", "C", "C", "C", "C", "C", "P", "C", "C", "C", "C", "C", "C", "C", "C", "C", "C", "C", "C", "C", "H", "H", "H", "H", "H", "H", "H", "H", "H", "H", "H", "H", "H", "H", "H", "H", "S", "C", "N", "C", "C", "S", "H", "H", "H", "H", "H", "C", "C", "O", "O", "H", "H", "H", "C", "N", "C", "N", "C", "N", "C", "N", "C", "C", "H", "H", "H", "H", "H", "H", "H", "H", "H", "H", "H", "H", "C", "C", "C", "C", "C", "C", "N", "H", "H", "H", "H", "H", "H", "H", "H"],
  "coordinates": [[-0.30182, 0.16935, -0.07342], [2.27782, 0.79017, -0.28776], [3.17204, 0.44595, -2.22476], [4.52312, 0.69220, -2.19767], [5.30782, 0.55046, -3.34439], [4.71720, 0.14901, -4.50694], [3.33499, -0.12426, -4.56265], [2.79988, -0.58023, -5.78555], [1.47120, -0.86905, -5.91054], [0.65081, -0.68641, -4.80144], [1.12305, -0.26162, -3.57107], [-0.30050, -0.29037, -2.39613], [-1.43703, 0.82244, -3.29076], [-1.16081, 2.15710, -2.99327], [-1.94095, 3.17236, -3.50568], [-2.98672, 2.86772, -4.36180], [-3.24509, 1.54982, -4.69295], [-2.48768, 0.52536, -4.14847], [-0.62596, -2.08781, -2.45779], [-1.47601, -2.82046, -3.27629], [-1.58543, -4.19135, -3.10371], [-0.85770, -4.84058, -2.12209], [0.02191, -4.12084, -1.33058], [0.13628, -2.75963, -1.49952], [2.50145, 0.02935, -3.39913], [4.98737, 0.99832, -1.27339], [6.36495, 0.75356, -3.29701], [5.29791, 0.02069, -5.40711], [3.47267, -0.70195, -6.61982], [1.05764, -1.24397, -6.83483], [-0.40369, -0.89231, -4.91150], [-0.30575, 2.38020, -2.36539], [-1.73350, 4.19634, -3.24328], [-3.59257, 3.65790, -4.77261], [-4.04380, 1.31560, -5.37697], [-2.72859, -0.49216, -4.40742], [-2.07094, -2.34633, -4.03908], [-2.24537, -4.75638, -3.74115], [-0.97362, -5.90089, -1.96903], [0.62118, -4.61219, -0.58154], [0.82452, -2.19532, -0.87660], [0.91212, 2.78601, 2.17418], [0.91738, 4.19641, 3.03517], [0.12563, 4.42332, 4.08270], [0.11642, 5.74824, 4.66514], [1.38008, 6.45882, 4.18102], [1.93653, 5.55877, 2.68125], [-0.49653, 3.70716, 4.42669], [0.09099, 5.67144, 5.75512], [-0.78364, 6.28058, 4.33178], [2.18876, 6.41259, 4.91069], [1.19563, 7.49628, 3.90996], [-2.89507, -2.98377, 2.45351], [-2.49359, -1.96819, 1.42579], [-3.53059, -1.22572, 1.06909], [-1.36747, -1.83937, 0.98612], [-3.97910, -3.05115, 2.51080], [-2.50349, -2.70668, 3.43169], [-2.45625, -3.94710, 2.20104], [2.68314, -1.51023, 2.38305], [3.32542, -2.07120, 3.55314], [3.26938, -1.08953, 4.62868], [1.88289, -0.75668, 4.93665], [1.24315, -0.22119, 3.75055], [1.27146, -1.17132, 2.62936], [0.60094, -2.39627, 3.08687], [1.22735, -2.96491, 4.26476], [2.61808, -3.27813, 3.95948], [1.19763, -1.97934, 5.33870], [2.73872, -2.22985, 1.56074], [3.22059, -0.59893, 2.10564], [3.80089, -0.18571, 4.31867], [3.74652, -1.49856, 5.52006], [1.75699, 0.69479, 3.44755], [0.20049, 0.01509, 3.98902], [0.61081, -3.13014, 2.27781], [-0.43221, -2.14673, 3.33205], [2.64992, -4.00724, 3.14539], [3.09993, -3.70081, 4.84280], [1.69055, -2.39091, 6.22092], [0.15900, -1.74579, 5.58786], [-3.64314, -0.92796, -1.33705], [-3.50135, -0.24663, 0.02313], [-4.65786, 0.69571, 0.26089], [-4.16758, 1.93511, 0.35526], [-2.73285, 1.85360, 0.20451], [-1.83015, 3.02318, 0.23841], [-2.32061, 0.62223, 0.04919], [-4.57006, -1.49438, -1.35426], [-2.80661, -1.60417, -1.51009], [-3.66461, -0.17246, -2.11738], [-5.67297, 0.36350, 0.32534], [-4.70992, 2.84391, 0.51962], [-2.21053, 3.82252, -0.39228], [-0.81739, 2.75415, -0.07308], [-1.77405, 3.40782, 1.25735]]
}

=====

{
  "formula": "C5H8N2",
  "method": "ωB97M-V with the def2-TZVPD basis set",
  "e_homo_ha": -0.28022,
  "energy_ha": -304.7221,
  "multiplicity": 1,
  "lumo_energy_ev": 0.31,
  "relative_energy_kcal_mol": 71.13,
  "elements": ["C", "N", "C", "N", "C", "C", "C", "H", "H", "H", "H", "H", "H", "H", "H"],
  "coordinates": [[0.87022, 1.39592, 0.67025], [0.22399, 0.10420, 0.62860], [-0.33288, -0.54953, 1.63039], [-0.80274, -1.77058, 1.35823], [-0.57604, -2.04082, 0.03893], [-0.67448, -0.19579, -1.69144], [0.11461, -0.79593, -0.52360], [0.42988, 2.06713, -0.07378], [0.74061, 1.83775, 1.66152], [1.94317, 1.30063, 0.46960], [-0.38779, -0.09096, 2.61754], [-1.22491, -1.00039, -2.18304], [-1.40593, 0.53159, -1.32616], [-0.04194, 0.29660, -2.43647], [1.12423, -1.08980, -0.84057]]
}

=====

Listing largest force on an atom for the structures above in their given order: 1.001 3.039 1.098 0.450 eV/Å.